[1]
Density functional theory data (ωB97M-V/def2-TZVPD) for a molecular structure, C39H48IrN8O3S.

ORCA input file:
```
! wB97M-V def2-TZVPD RIJCOSX def2/J DEFGRID3
* xyz 4 6
Ir 0.03430 0.05695 -1.41978
C -4.73850 -5.51355 4.02679
C -3.63002 -4.51483 3.82678
C -3.58915 -3.28412 4.47780
C -2.52127 -2.42281 4.31433
C -2.44848 -1.20662 5.13703
N -1.48497 -0.34205 5.00185
C -1.36264 0.94141 5.66028
C -1.47845 2.10333 4.67710
C -0.39994 1.98517 3.56877
N 0.58516 3.07211 3.70305
C 1.62971 3.43519 3.04989
C 2.38855 2.73565 2.01028
C 3.65294 3.29080 1.74935
C 4.59979 2.74761 0.82368
C 5.84121 3.46807 0.43308
C 4.24664 1.48693 0.28699
C 3.00431 0.92118 0.43637
C 2.83099 -0.41954 -0.07017
N 1.80229 -0.99323 -0.57858
C 1.92571 -2.42918 -0.97825
C 2.54316 -3.44041 0.07495
C 1.43770 -4.42558 0.45523
N 0.46452 -3.77295 1.33903
C -0.38760 -4.53961 1.88075
C -1.48965 -3.99941 2.73020
C -2.58219 -4.85669 2.94667
C -1.47046 -2.63513 3.29855
O -0.61510 -1.78255 3.10106
C 1.94095 1.56588 1.20096
O 0.78812 1.17366 1.12873
H -5.29890 -5.38695 4.96332
H -4.41055 -6.54556 3.94869
H -5.47194 -5.27717 3.18693
H -4.42249 -3.07673 5.20521
H -3.22655 -0.97536 5.86797
H -0.78222 -0.57488 4.30508
H -0.39416 1.00329 6.21646
H -2.13452 1.07561 6.42310
H -1.50782 3.05870 5.15236
H -2.44278 2.00866 4.11787
H -0.83378 2.05515 2.56579
H 0.12222 1.03509 3.66069
H 0.41357 3.67658 4.49547
H 2.20660 4.25952 3.45794
H 3.87684 4.20721 2.31462
H 6.52867 2.84663 -0.08477
H 6.33890 3.92831 1.36573
H 5.71213 4.32033 -0.25766
H 4.96365 1.08742 -0.45407
H 3.73684 -1.01830 -0.03573
H 2.46800 -2.46136 -1.87789
H 0.86088 -2.74866 -1.19608
H 2.80731 -3.01616 1.04591
H 3.28995 -4.02134 -0.45722
H 1.82651 -5.22718 1.03915
H 1.01971 -4.79546 -0.51623
H -0.42620 -5.60074 1.69832
H -2.62767 -5.86895 2.46814
C -4.36251 -2.53188 -1.55605
N -3.35817 -2.36888 -2.58837
C -3.61718 -2.36051 -3.96223
C -2.47563 -2.02635 -4.61571
N -1.55128 -1.75566 -3.62273
C -2.11680 -1.97409 -2.36931
S -1.39991 -1.63394 -0.84523
C -0.14940 -1.63127 -3.94368
C 0.42845 -2.62647 -4.67436
C 1.77306 -2.41952 -5.06084
C 2.39288 -1.25312 -4.77135
C 1.70526 -0.25825 -4.04131
N 0.46229 -0.50572 -3.56478
H -4.20984 -1.61600 -0.89134
H -4.18817 -3.50954 -1.00241
H -5.34117 -2.53252 -2.06070
H -4.60413 -2.58785 -4.38033
H -2.15441 -1.88445 -5.62748
H -0.15787 -3.45945 -4.96428
H 2.25900 -3.18737 -5.67486
H 3.42483 -0.95538 -4.98622
H 2.27197 0.55742 -3.60087
O 0.63113 2.10940 -1.52571
C 0.36926 2.96845 -2.43480
C 1.49802 3.74873 -3.01524
C 1.39737 5.31114 -2.80748
C -0.01249 5.87658 -2.52172
C -1.07818 5.59234 -3.56655
C -1.16497 4.14945 -3.95778
N -0.85153 3.16911 -2.87766
H 1.51436 3.52467 -4.04646
H 2.45462 3.46433 -2.57639
H 1.85213 5.85204 -3.61922
H 2.09543 5.50532 -1.94548
H 0.05786 6.96813 -2.31711
H -0.39183 5.39677 -1.59375
H -0.89388 6.18132 -4.51831
H -2.02414 5.91614 -3.25197
H -0.46594 3.94772 -4.76575
H -2.17727 3.90044 -4.33738
H -1.55107 2.56537 -2.42869
*
```

Its highest occupied orbital energy (spin up / spin down) is -17.040 / -17.818 eV.

---

[2]
Density functional theory data (ωB97M-V/def2-TZVPD) for a molecular structure, C39H48N5O10SbSeSiTi.

ORCA input file:
```
! wB97M-V def2-TZVPD RIJCOSX def2/J DEFGRID3
* xyz 0 1
Ti -0.30535 0.87726 -0.51199
O 0.96636 2.92452 2.62215
C 0.10737 2.39159 1.95445
O 0.24631 2.14197 0.67807
C -1.20473 1.97698 2.54219
C -1.60608 2.48641 3.75568
C -2.83757 2.12892 4.28290
C -3.69621 1.30263 3.58051
C -3.30558 0.79868 2.35985
C -2.01706 1.06341 1.82180
O -1.57464 0.45216 0.76539
N -4.26298 -0.01155 1.61349
O -5.11432 -0.60367 2.25632
O -4.19167 -0.00726 0.40094
N -3.24820 2.64948 5.57973
O -2.43554 3.30039 6.20994
O -4.37792 2.39698 5.95900
H -0.95537 3.15892 4.29768
H -4.67080 1.06186 3.97905
O 1.70663 -2.17738 -3.38553
C 0.44505 -2.60517 -3.61471
C 0.25980 -3.62397 -4.54385
C -1.00936 -4.11200 -4.79368
C -2.12095 -3.58058 -4.14655
C -1.95225 -2.54483 -3.25159
C -0.67580 -2.05664 -2.96793
C -0.54750 -0.96169 -1.99289
O -1.52164 -0.23428 -1.69189
O 0.56676 -0.74122 -1.38256
H 1.69812 -1.63417 -2.57962
H 1.12811 -4.03246 -5.04419
H -1.13023 -4.92062 -5.50288
H -3.10853 -3.97433 -4.34369
H -2.79294 -2.07864 -2.75293
C 0.61375 -0.74025 4.40944
C 1.99717 -0.84023 3.77470
C 2.76946 -2.00447 4.38084
C 2.77499 0.44528 4.03429
Sb 1.60877 -0.97211 1.51989
C 3.68695 -1.36582 0.69119
C 3.56729 -1.56885 -0.81540
C 4.50422 -0.09860 0.92724
C 4.36260 -2.57421 1.32677
C 0.58611 -3.00545 1.34845
C 0.87552 -3.94158 2.51406
C 0.97906 -3.71127 0.05466
C -0.90591 -2.67846 1.32173
H 0.71459 -0.62234 5.49448
H 0.01209 -1.63345 4.22650
H 0.07375 0.12848 4.03494
H 2.83001 -1.85722 5.46597
H 3.78839 -2.04422 4.00107
H 2.29470 -2.96534 4.20489
H 2.84692 0.60638 5.11677
H 2.29392 1.32067 3.60404
H 3.79259 0.37557 3.65062
H 3.10643 -0.69632 -1.28428
H 2.99706 -2.45960 -1.07245
H 4.56912 -1.68144 -1.24716
H 4.00017 0.77496 0.50885
H 5.47893 -0.18856 0.43225
H 4.68560 0.08345 1.98482
H 3.69996 -3.44089 1.34696
H 4.68284 -2.36175 2.34473
H 5.25380 -2.84678 0.74875
H 1.94245 -4.14379 2.61648
H 0.37510 -4.90037 2.33287
H 0.49608 -3.54787 3.45697
H 1.99942 -4.09667 0.10253
H 0.88744 -3.06471 -0.81454
H 0.31068 -4.56678 -0.10052
H -1.21807 -2.14759 2.22532
H -1.49102 -3.60400 1.26389
H -1.17558 -2.06866 0.46073
C -0.65975 4.12673 -2.47717
Si -1.70399 2.87715 -1.47170
C -2.40469 3.90825 -0.02450
C -3.14990 2.31489 -2.55998
C -4.44431 2.23658 -2.04565
C -5.50916 1.83643 -2.83954
C -5.29948 1.50509 -4.16970
C -4.01937 1.58159 -4.70109
C -2.95952 1.97981 -3.90121
H -1.26712 5.00012 -2.72369
H -0.29617 3.70493 -3.41738
H 0.20329 4.46801 -1.90019
H -2.97466 4.75753 -0.40819
H -1.59407 4.30129 0.59237
H -3.06689 3.32795 0.62188
H -4.62330 2.49107 -1.00755
H -6.50522 1.78314 -2.41773
H -6.12754 1.18070 -4.78720
H -3.85014 1.33300 -5.74239
H -1.96615 2.03571 -4.32934
Se 0.86966 1.16754 -5.37230
N 2.41693 1.93248 -5.05909
C 2.49855 2.12241 -3.75314
C 3.56211 2.75448 -3.07821
C 3.45145 2.87621 -1.72479
C 2.32983 2.37371 -1.04051
N 1.30504 1.76172 -1.60702
C 1.36782 1.64945 -2.97434
N 0.38367 1.13275 -3.67998
H 4.41170 3.13848 -3.62607
H 4.23230 3.36044 -1.15607
H 2.26044 2.47352 0.03552
*
```

Its highest occupied orbital energy is -7.706 eV.

---

[3]
Density functional theory data (ωB97M-V/def2-TZVPD) for a molecular structure, C39H48NO6PdS3Sb2.

ORCA input file:
```
! wB97M-V def2-TZVPD RIJCOSX def2/J DEFGRID3
* xyz 1 5
Pd -0.18915 0.53690 -0.56938
O -3.52985 4.21860 3.31202
C -2.94965 3.39830 2.43582
C -2.84135 3.68810 1.07192
C -2.16065 2.79940 0.25852
N -1.60675 1.69710 0.74832
C -1.77775 1.35820 2.02102
C -2.45365 2.17280 2.90372
C -1.23405 -0.02510 2.35702
O -1.66965 -0.64160 3.30542
O -0.33115 -0.42450 1.53402
C -2.12945 2.87040 -1.26998
O -2.78645 3.70130 -1.86128
O -1.45805 1.92420 -1.81608
H -3.85545 5.02680 2.89152
H -3.28955 4.56800 0.63202
H -2.62485 1.86090 3.91982
C -2.47965 0.60990 -4.70018
C -3.43615 -0.08660 -3.75088
C -4.44575 0.90050 -3.20148
C -4.11885 -1.27480 -4.39498
Sb -2.14865 -0.83840 -1.95578
C -0.42465 -2.09300 -2.83628
C -0.88695 -3.04910 -3.92128
C 0.54155 -1.05420 -3.38378
C 0.22085 -2.83640 -1.67968
C -3.40635 -2.16040 -0.46748
C -4.18155 -3.19200 -1.25398
C -2.44245 -2.81090 0.50462
C -4.30305 -1.16210 0.24202
H -3.04795 1.13810 -5.46668
H -1.82665 -0.10030 -5.20638
H -1.88515 1.35070 -4.16338
H -5.09125 1.24120 -4.01148
H -3.95355 1.77740 -2.78658
H -5.08215 0.44830 -2.44158
H -4.56145 -0.94710 -5.33538
H -4.91675 -1.66350 -3.76928
H -3.42675 -2.08150 -4.61508
H -1.21445 -2.51490 -4.81228
H -1.69295 -3.69770 -3.57738
H -0.04875 -3.68620 -4.21058
H 0.09005 -0.44400 -4.16498
H 1.42565 -1.53900 -3.79928
H 0.87665 -0.38860 -2.57048
H -0.36215 -3.70410 -1.38208
H 0.34695 -2.17180 -0.81738
H 1.21045 -3.18520 -1.97728
H -3.52705 -3.77640 -1.89688
H -4.95555 -2.73420 -1.86238
H -4.66205 -3.87490 -0.55358
H -1.96385 -3.68150 0.06442
H -2.98475 -3.14310 1.39022
H -1.67425 -2.11630 0.84582
H -4.92915 -0.61510 -0.46318
H -3.70375 -0.45010 0.81352
H -4.96375 -1.67870 0.93872
S 2.06845 -0.21680 -0.19408
Sb 2.36675 0.13810 2.10312
C 4.17135 -1.01030 2.17642
C 4.08315 -2.39340 2.16402
C 5.23365 -3.16130 2.18002
C 6.47345 -2.54600 2.18632
C 6.55855 -1.16380 2.17292
C 5.40825 -0.39120 2.17402
C 1.23035 -0.44700 3.86282
C 1.03335 -1.79450 4.09512
C 0.34175 -2.18970 5.22612
C -0.15195 -1.24340 6.10582
C 0.01605 0.10370 5.83992
C 0.70015 0.51140 4.70542
C 3.06205 2.18300 2.13002
C 3.60065 2.64120 0.93792
C 4.15475 3.90660 0.87122
C 4.17005 4.71450 1.99432
C 3.64735 4.24490 3.18742
C 3.09335 2.97580 3.26632
H 3.11385 -2.87410 2.13422
H 5.15995 -4.23850 2.17922
H 7.36975 -3.14840 2.19562
H 7.52355 -0.68170 2.15302
H 5.47635 0.68790 2.17832
H 1.36945 -2.53230 3.38012
H 0.17865 -3.23990 5.40712
H -0.69355 -1.55280 6.98542
H -0.40495 0.84620 6.50202
H 0.77655 1.56650 4.47382
H 3.59385 2.00710 0.05852
H 4.58175 4.24480 -0.05828
H 4.60115 5.70240 1.94062
H 3.67925 4.86320 4.07072
H 2.71285 2.61640 4.21282
C 3.46065 1.14360 -4.68488
O 2.34435 1.39380 -3.84008
C 2.51055 2.19070 -2.81528
S 3.90975 2.99850 -2.43248
S 1.20425 2.48320 -1.76458
H 3.06675 0.63490 -5.56128
H 4.18045 0.50630 -4.16498
H 3.94675 2.07700 -4.97948
*
```

Its highest occupied orbital energy (spin up / spin down) is -10.370 / -11.115 eV.